The following is a DFT calculation (ωB97M-V/def2-TZVPD) of a 13-piece molecular cluster, C37H108N18O13 overall at a distorted geometry.

Lowest unoccupied orbital energy (spin up / spin down) = 1.93 / 1.92 eV
ΔE to the lowest compared entry with this formula, charge and spin = 9.4 kcal/mol
Molecular weight = 1013.38 g/mol
Strongest force on any atom = 6.76 eV/Å
Frontier orbital gap (spin up / spin down) = 2.3 / 8.4 eV
HOMO (spin up / spin down) = -0.0128 / -0.2369 Eh

Geometry as ORCA input:
```
! wB97M-V def2-TZVPD RIJCOSX def2/J DEFGRID3
* xyz -1 2
C 5.524 -0.086 -1.896
O 6.042 -0.065 -0.825
N 4.230 0.192 -2.128
N 6.201 -0.334 -2.989
H 3.561 0.260 -1.375
H 3.910 0.089 -3.081
H 7.171 -0.597 -2.888
H 5.690 -0.428 -3.855
C -0.053 -4.958 3.042
O 0.943 -4.508 3.586
N -0.697 -5.973 3.381
N -0.364 -4.482 1.872
H -1.542 -6.136 2.854
H -0.485 -6.339 4.299
H -0.078 -3.550 1.606
H -1.161 -4.865 1.383
C -5.303 -3.520 0.881
O -5.353 -4.390 1.767
N -5.235 -3.788 -0.356
N -5.521 -2.252 1.163
H -4.848 -4.676 -0.643
H -5.252 -3.080 -1.076
H -5.710 -1.619 0.399
H -5.394 -1.955 2.120
C -4.470 -0.512 -2.035
O -4.410 -1.740 -1.912
N -3.499 0.231 -2.249
N -5.605 0.076 -2.159
H -3.628 1.206 -2.479
H -2.576 -0.159 -2.117
H -5.659 1.026 -2.499
H -6.391 -0.465 -1.827
C -2.536 2.824 -4.293
O -3.009 2.777 -3.139
N -2.575 3.876 -5.055
N -2.005 1.802 -4.855
H -2.888 4.780 -4.732
H -2.089 3.834 -5.940
H -1.582 2.003 -5.750
H -1.717 1.033 -4.267
C 4.500 -0.773 -6.556
C 3.477 0.218 -6.074
C 2.071 -0.265 -5.502
O 1.283 -1.060 -6.478
C 0.164 -1.691 -5.902
N 4.153 0.983 -5.013
H 3.935 -1.501 -7.137
H 4.989 -1.337 -5.762
H 5.182 -0.247 -7.225
H 3.185 0.854 -6.910
H 1.512 0.550 -5.040
H 2.381 -0.898 -4.671
H -0.666 -1.002 -5.748
H 0.392 -2.076 -4.908
H -0.159 -2.559 -6.476
H 3.382 1.529 -4.655
H 4.727 1.710 -5.415
C 4.813 4.246 0.048
C 4.370 3.611 -1.346
C 3.497 4.431 -2.281
O 3.086 3.549 -3.351
C 1.962 3.914 -4.060
N 5.524 3.118 -2.010
H 5.428 5.146 0.004
H 5.573 3.660 0.565
H 4.095 4.470 0.837
H 3.761 2.747 -1.081
H 4.050 5.321 -2.582
H 2.662 4.703 -1.636
H 1.788 3.089 -4.751
H 2.151 4.825 -4.628
H 0.969 3.962 -3.613
H 5.906 2.255 -1.648
H 5.158 2.911 -2.928
C 1.905 -1.070 3.206
C 2.704 0.089 2.626
C 3.592 0.939 3.546
O 3.822 2.169 3.008
C 4.526 3.076 3.871
N 3.354 -0.493 1.457
H 2.548 -1.464 3.994
H 1.742 -1.858 2.471
H 1.032 -0.724 3.760
H 2.015 0.814 2.193
H 4.540 0.419 3.684
H 2.913 1.149 4.372
H 5.534 2.715 4.077
H 4.135 3.233 4.876
H 4.675 4.094 3.512
H 2.704 -0.983 0.859
H 3.861 0.143 0.858
C -3.280 -3.279 4.575
C -2.314 -2.314 5.262
C -1.892 -2.982 6.595
O -2.972 -2.728 7.606
C -2.445 -2.901 8.954
N -1.233 -1.991 4.404
H -3.584 -2.852 3.619
H -4.147 -3.427 5.219
H -2.920 -4.288 4.371
H -2.782 -1.377 5.563
H -1.007 -2.438 6.925
H -1.692 -4.047 6.479
H -3.422 -2.944 9.435
H -1.645 -2.316 9.407
H -2.036 -3.896 9.128
H -0.398 -1.848 4.953
H -1.029 -2.840 3.897
C 2.583 -5.088 -6.416
C 2.867 -5.386 -4.859
C 2.705 -4.179 -3.906
O 3.070 -4.680 -2.643
C 2.656 -3.911 -1.538
N 2.114 -6.552 -4.512
H 1.500 -5.041 -6.532
H 2.643 -5.937 -7.097
H 2.997 -4.135 -6.744
H 3.904 -5.720 -4.829
H 1.641 -3.964 -4.004
H 3.206 -3.281 -4.268
H 2.994 -2.875 -1.573
H 3.083 -4.334 -0.629
H 1.591 -4.086 -1.382
H 2.260 -6.526 -3.512
H 1.117 -6.391 -4.528
C 0.692 -0.022 -2.099
C 0.452 0.786 -0.836
C -0.234 0.065 0.361
O -1.502 -0.405 0.070
C -2.231 -0.806 1.264
N 1.690 1.392 -0.516
H 1.163 0.452 -2.960
H -0.320 -0.310 -2.383
H 1.115 -1.017 -1.959
H -0.192 1.593 -1.188
H -0.290 0.793 1.171
H 0.453 -0.715 0.688
H -2.209 -1.836 1.620
H -3.249 -0.612 0.926
H -2.057 -0.311 2.219
H 2.098 2.012 -1.201
H 1.477 1.998 0.263
C -5.358 3.193 6.373
C -4.351 2.976 5.202
C -4.156 1.417 4.931
O -5.340 0.798 4.562
C -5.747 -0.318 5.130
N -4.938 3.634 4.075
H -5.508 4.272 6.388
H -4.883 3.006 7.336
H -6.386 2.839 6.296
H -3.439 3.495 5.497
H -3.819 0.969 5.866
H -3.463 1.120 4.144
H -6.677 -0.763 4.775
H -5.978 -0.043 6.159
H -4.987 -1.097 5.187
H -4.259 4.198 3.583
H -5.338 3.006 3.393
C -2.326 2.846 1.241
C -2.073 4.111 0.384
C -0.918 4.204 -0.608
O 0.314 3.866 0.095
C 0.879 4.916 0.956
N -3.343 4.343 -0.287
H -2.794 1.957 0.819
H -3.135 3.180 1.891
H -1.513 2.487 1.871
H -2.030 4.882 1.154
H -0.576 5.093 -1.138
H -0.929 3.417 -1.362
H 1.485 5.646 0.417
H 1.550 4.320 1.574
H 0.119 5.517 1.454
H -4.060 4.175 0.404
H -3.558 3.659 -0.997
*
```

---

The following is a DFT calculation (ωB97M-V/def2-TZVPD) of one molecule with the formula C3H8O at a distorted geometry.

Lowest unoccupied orbital energy = 1.07 eV
SMILES string = CCCO
ΔE to the lowest compared entry with this formula, charge and spin = 22.6 kcal/mol
Molecular weight = 60.10 g/mol
Strongest force on any atom = 4.09 eV/Å
Frontier orbital gap = 11.3 eV
HOMO = -0.3770 Eh

Geometry as ORCA input:
```
! wB97M-V def2-TZVPD RIJCOSX def2/J DEFGRID3
* xyz 0 1
C 1.625 -0.517 -0.150
C 0.646 0.607 0.388
C -0.698 0.525 -0.353
H 1.081 -1.451 0.090
H 1.754 -0.421 -1.230
H 2.492 -0.458 0.387
H 0.308 0.408 1.471
H 1.203 1.496 0.245
H -0.515 0.313 -1.360
H -1.148 1.602 -0.380
H -1.554 -0.638 1.053
O -1.632 -0.568 0.052
*
```